No. 1
An isolated ion of composition C22H37OSi and charge +1 in a non-equilibrium geometry, computed with the ωB97M-V functional and the def2-TZVPD basis.

Geometry as ORCA input:
```
! RIJCOSX wB97M-V def2-TZVPD def2/J DEFGRID3
* xyz 1 1
H -3.2610 0.9556 -1.9025
O -1.1770 -1.0003 -2.1063
H -0.0755 3.2430 -0.2617
H -2.9635 -2.7074 -4.0474
C 3.1893 -0.9566 -2.4848
C -0.3359 0.2082 0.9549
H 0.4313 0.8385 -1.2556
C 1.1929 -2.1203 -3.6082
C -2.8882 -2.9817 -0.8523
H -0.0030 4.6883 2.5878
C 0.7346 3.3277 4.0114
H -3.1974 0.3409 -0.1890
H 1.5797 4.0498 5.9048
H 1.5147 -2.7842 -1.5655
C 1.0339 4.3873 5.0261
H -1.4112 -1.6510 0.9017
H 0.3610 -1.8931 -4.2753
H -2.0123 -3.1543 -0.2152
H -4.5307 -1.9680 -3.6551
C 0.8327 0.9856 3.2282
H 1.6005 5.2272 4.6324
H -1.1407 0.6498 0.3507
C 0.1718 1.2736 1.9818
H 0.4673 -1.0242 4.0935
C 2.8746 -0.1713 -1.2295
H 2.7459 0.9039 -1.5010
H 1.6815 -3.0159 -4.0222
C -0.7978 3.2481 0.5899
H 3.7948 -0.2690 -0.6267
C 2.1487 -0.9842 -3.6915
H 4.0921 -0.5176 -2.9382
C 0.6733 -2.4016 -2.1368
H 0.0915 4.8089 5.3472
H 3.5661 -1.9777 -2.2859
H 2.0427 -0.2982 4.3611
H -1.1226 4.2911 0.7901
H -2.9949 -3.8637 -1.4977
H -1.7244 2.7283 0.2566
H 1.6090 -0.0267 -3.6510
C 1.7850 -0.5871 -0.1801
C 1.2568 -0.4095 3.5962
C -0.1315 2.6737 1.8210
H -4.6387 0.0140 -1.2287
C 0.2695 3.6511 2.7307
H -3.7770 -2.9281 -0.2074
H -1.2262 -0.9924 2.6080
H 2.0699 -0.2123 0.8233
Si -2.8033 -1.4746 -1.9311
H -3.2141 -0.9593 -4.2993
C 1.1479 1.9961 4.1571
C -3.4393 -1.8067 -3.6407
H 2.7296 -1.0133 -4.6418
C -3.5364 0.1180 -1.2256
H 1.6881 -0.9014 2.7044
H -0.0169 -3.2532 -2.3032
H 1.7312 -1.7057 -0.1181
C -0.0107 -1.2369 -1.5235
C -0.7778 -1.1020 1.6105
C 0.3749 -0.1795 -0.5693
H 1.5821 1.6297 5.1002
H 0.1431 -1.7096 1.6986
*
```

Properties
Orbital gap: 0.236 Eh
HOMO: -11.25 eV
Total energy: -33332.3942 eV

---

No. 2
The molecule C27H32N4O5, computed with the ωB97M-V functional and the def2-TZVPD basis.

Geometry as ORCA input:
```
! RIJCOSX wB97M-V def2-TZVPD def2/J DEFGRID3
* xyz 0 1
C 0.2269 0.1678 1.6366
H -6.1722 -4.4587 -0.5977
H -4.5495 -2.8050 -1.4531
H -2.1684 -0.6258 -0.3252
H 3.6836 5.2806 3.0815
O 0.4227 -2.6144 1.7508
C -0.3944 -0.6226 0.7387
H -4.8402 -5.5385 -0.0967
H -0.7229 3.3717 -1.6890
C -5.1516 -4.7710 -0.8237
C 1.3856 3.5799 -1.3681
N -1.2577 -0.1798 -0.2856
C 4.8683 3.3898 -0.3852
C -3.9043 -5.7365 -2.5361
H -2.1452 4.6453 0.9159
H 5.3919 2.6734 -1.0206
H -1.0481 -2.3131 -1.0180
H -0.6591 5.5386 0.5408
H 5.4604 4.3006 -0.2964
H -1.7892 2.2704 1.0200
C -2.0440 -4.6498 -0.2074
C 0.8802 3.7486 2.0690
C 0.1901 1.5948 1.7477
C -0.1334 -2.0883 0.8016
C -1.1679 4.9356 1.2966
C 2.5668 2.1118 2.6666
C -1.0957 0.8003 -1.2242
H -3.2240 -3.8106 -3.2170
H -2.1062 -5.7425 -0.2997
C -2.9054 -4.5720 -2.4982
C 2.6098 1.5509 -0.9263
H 2.8949 1.0890 2.7767
H -4.0198 -6.1120 -3.5539
H -4.1564 -3.1681 0.2430
H -1.3019 5.5420 2.1959
H 1.4260 -0.2246 -0.9584
O 3.8090 0.9335 -0.6870
C 0.2080 2.8730 -1.4692
C 3.8108 -0.4409 -0.3828
C -4.1886 -3.5793 -0.7678
O -2.0249 1.0810 -1.9595
H -1.9120 -4.9243 -2.7778
H 0.9000 -0.3469 2.3109
C 1.7308 4.8012 2.3813
C -0.5758 -4.2127 -0.3386
H 3.5226 -1.0472 -1.2476
C 1.2853 2.4012 2.2055
N -2.8434 -3.9337 -1.1910
C 2.9940 4.4872 2.8344
C 2.5925 2.9548 -1.0615
H 3.1501 -0.6712 0.4584
H 4.7145 2.9575 0.6056
H -2.3925 -4.3729 0.7901
N -0.4934 -2.7749 -0.3118
H 1.4086 4.6495 -1.5059
H 0.0093 -4.5953 0.4995
O 3.6465 3.8038 -0.9578
C 0.2098 1.5007 -1.2555
C -0.8016 2.4791 1.3853
O -5.1897 -5.3260 -2.1212
C 1.4187 0.8497 -1.0375
H 1.4192 5.8283 2.2674
N -0.4037 3.7591 1.5915
H 4.4021 2.9577 3.3430
C 3.4049 3.1596 2.9786
H -3.5529 -6.5585 -1.8917
H -0.1477 -4.5765 -1.2769
H 4.8394 -0.6745 -0.1112
*
```

Properties
SMILES string: COc1ccc(C(=O)N/C(=C\c2cn(C)c3ccccc23)C(=O)NCCN2CCOCC2)cc1OC
Orbital gap: 0.290 Eh
HOMO: -7.54 eV
Total energy: -44715.8247 eV
Energy relative to the best compared isomer or geometry (same formula, charge and spin): 4.0563 eV

---

No. 3
C27H25AuF5N4O as an isolated structure in a non-equilibrium geometry, computed with the ωB97M-V functional and the def2-TZVPD basis.

Geometry as ORCA input:
```
! RIJCOSX wB97M-V def2-TZVPD def2/J DEFGRID3
* xyz 1 3
C -0.2347 3.0033 1.2504
H 0.8568 6.1922 1.0303
C 1.1905 0.9426 1.3940
H -1.6135 2.2784 2.7431
H 1.7288 2.4422 2.8290
C 2.6259 -1.5984 -1.1256
C -0.4087 5.4288 2.5848
H 0.7202 4.0835 -2.7507
F 0.0402 -7.8763 -1.7730
H 3.1344 -2.2647 -0.4345
C -0.5611 -4.4357 0.1669
C 1.8481 1.4204 2.5590
C 2.4570 0.5306 3.4666
O 0.0812 -3.1384 -1.6288
H -0.6995 4.8095 -1.9440
H 2.3625 -2.2834 1.4358
H 2.8550 -1.6075 3.7839
C -3.6547 0.1231 -1.5056
H 3.3959 -1.2467 -1.8549
Au -1.4179 0.7645 0.1646
C 2.1154 -1.2400 1.7586
H -4.5509 -2.6829 -3.1435
C -1.0936 -5.6041 0.7032
C 2.2270 4.6312 -0.8944
H 2.8043 0.8890 4.4245
F -1.8148 -7.7544 0.2306
C -1.1951 4.3576 3.0333
C 1.7560 -0.2889 0.8030
H 2.4719 4.6323 -1.9741
F -0.6298 -3.3432 0.9602
F 1.2036 -5.5803 -2.7459
C -4.4234 -0.6847 -2.3083
C 0.0106 -4.2924 -1.1160
H -0.5888 6.3941 3.0538
H 2.9501 3.9390 -0.4150
C 0.0384 3.9473 -1.8934
H 1.5878 1.6153 -0.9616
C -1.0663 -6.7286 -0.1265
C 0.3924 5.3475 1.4306
N 0.1846 1.7211 0.7742
C 2.4939 -0.8272 3.0863
N 0.8705 4.0930 -0.6830
H 2.7101 0.7119 -2.0668
C -2.7710 -1.7790 -0.4381
C 0.3822 4.1636 0.6328
C -3.4575 -2.6628 -1.2986
C 0.4066 -5.5757 -1.6728
H -3.2698 -3.7087 -1.1168
N -2.7855 -0.4375 -0.6161
C -1.0581 3.1376 2.3775
H -5.1799 -0.2808 -2.9118
H -3.7363 1.1928 -1.5275
C -0.2536 -6.7000 -1.2159
H -0.5938 3.0574 -1.9597
C -4.1416 -2.1006 -2.3402
H -1.8666 4.5518 3.8386
N 2.0090 -0.4556 -0.5071
F -1.6817 -5.6462 1.9004
H 0.9884 0.4930 -2.1563
H 1.8694 -2.2057 -1.6428
H 2.3881 5.6780 -0.5729
C 1.7962 0.6570 -1.4665
H -2.2050 -2.1992 0.3727
*
```

Properties
Orbital gap (alpha / beta): 0.271 / 0.169 Eh
HOMO (alpha / beta): -10.12 / -10.10 eV
Total energy: -53680.3977 eV
Expectation value of S²: 2.07

---

No. 4
C26H39F2InO5 as an isolated structure in a non-equilibrium geometry, computed with the ωB97M-V functional and the def2-TZVPD basis.

Geometry as ORCA input:
```
! RIJCOSX wB97M-V def2-TZVPD def2/J DEFGRID3
* xyz 2 1
C 15.2632 -19.8616 -13.6089
C 10.3104 -25.3194 -5.7277
H 7.9416 -20.8078 -8.0425
C 11.8789 -24.2081 -4.3170
F 12.7586 -24.2562 -3.3280
H 13.2010 -27.5559 -11.2779
O 13.7002 -21.5405 -12.8990
H 15.6710 -18.0147 -7.2159
H 15.8403 -19.1563 -8.5456
H 14.6171 -19.4804 -7.4533
C 11.4460 -22.9828 -4.7885
H 11.4799 -25.4451 -8.4071
C 12.1568 -18.6258 -5.3429
H 14.5809 -21.6176 -8.6466
C 12.5091 -25.7958 -8.5217
C 14.7811 -21.0276 -12.7449
C 13.3805 -18.5837 -9.8150
C 12.7898 -26.0080 -9.9750
H 14.3343 -19.5555 -14.0978
H 15.6779 -19.0694 -12.9925
H 10.1795 -21.9593 -6.0900
C 12.0426 -18.8521 -2.9512
C 15.7691 -21.4957 -11.7225
C 12.7435 -18.4603 -4.0747
H 16.2720 -20.7543 -11.1021
H 12.0448 -21.0360 -7.8036
C 8.6385 -20.3110 -8.7186
C 10.4038 -22.9443 -5.6963
C 14.1112 -17.8319 -8.7020
H 6.4858 -20.9680 -11.4296
H 12.3278 -18.7004 -9.5630
H 12.7108 -18.3388 -6.2288
O 13.7887 -16.7303 -8.3567
H 6.9653 -19.3068 -11.0332
H 16.6400 -21.8734 -12.2760
C 10.8570 -19.1408 -5.4930
H 12.5991 -26.7723 -8.0470
H 10.4197 -19.2576 -6.4730
H 12.4593 -18.7698 -1.9538
C 13.6908 -27.1426 -10.3937
In 11.0870 -23.0342 -12.0901
C 11.3074 -25.3908 -4.7694
H 11.8637 -22.0298 -4.4891
H 9.9233 -26.1984 -6.2306
C 10.2276 -19.5810 -4.3353
H 9.2018 -19.9329 -4.3690
O 12.0456 -21.4374 -9.8192
O 8.9280 -21.4347 -10.7536
C 8.1782 -20.7157 -10.1139
C 12.3695 -21.7585 -8.5751
H 15.3850 -22.3349 -11.1479
H 14.6512 -26.6906 -10.6295
C 9.8305 -24.1174 -6.1989
H 6.0763 -20.1804 -9.8583
O 12.4375 -25.1868 -10.8105
H 13.4586 -18.0622 -10.7709
C 15.1148 -18.6242 -7.9218
H 14.0029 -23.1953 -8.8206
H 15.9258 -20.1608 -14.4187
H 13.6959 -27.9224 -9.6390
H 13.1226 -25.0899 -7.9627
H 9.0796 -23.9535 -6.9611
H 8.6210 -19.2236 -8.6202
H 13.7826 -22.4140 -7.2223
C 10.7709 -19.3609 -3.0745
F 10.1231 -19.8085 -2.0262
H 13.6722 -17.9220 -3.9539
H 13.8966 -19.5345 -9.9662
C 13.7716 -22.2608 -8.3036
H 11.7468 -22.6594 -8.2805
C 6.8305 -20.3190 -10.6316
H 9.6720 -20.6232 -8.5984
H 11.6411 -26.3477 -4.3920
*
```

Properties
Orbital gap: 0.097 Eh
HOMO: -14.03 eV
Total energy: -48419.4780 eV

---

No. 5
The molecule C20H27NO2 in a non-equilibrium geometry, computed with the ωB97M-V functional and the def2-TZVPD basis.

Geometry as ORCA input:
```
! RIJCOSX wB97M-V def2-TZVPD def2/J DEFGRID3
* xyz 0 1
C 0.0164 -2.8943 -1.5535
H 0.6284 2.4706 2.5206
H 2.0366 2.0387 -0.2245
H -2.0379 -2.4427 1.1209
H -0.7908 -0.5100 -1.8506
C -1.2344 2.1118 -0.4145
H 1.1049 -0.2640 -0.3304
H -0.2024 -6.0400 -0.3199
H 4.2819 5.0162 3.2352
C -0.8127 -2.2423 -0.6605
O -4.7819 -2.5660 -2.4290
H -2.4111 -0.5041 -3.3734
C -2.4561 1.2765 -0.7887
H 5.6616 3.9208 3.2136
H 5.2266 4.7016 1.7075
H -5.2178 -2.6919 -1.5856
H 0.8410 -4.7914 -2.1293
H 0.9754 3.4196 0.0982
C -3.5699 -0.9886 -0.9680
O -4.4389 -1.2579 -0.1157
C -0.0470 1.5242 -0.0035
N -3.7350 -1.6128 -2.2274
C 4.5170 1.7340 2.0440
H 0.5187 -2.3895 -2.3715
H -1.3430 3.1919 -0.4403
C -0.9701 -0.7433 -0.8167
H -2.6354 1.3971 -1.8650
H 4.6444 1.1914 2.9694
H 2.1059 4.3125 2.5156
C -0.4287 -4.9797 -0.3689
H -2.3809 -0.2514 0.6559
H -3.3376 1.6773 -0.2645
H -1.7610 -4.8971 1.3494
C 3.8913 3.1122 2.2823
C -1.2682 -4.3513 0.5252
C 1.2019 2.3551 0.3612
C 0.1904 -4.2812 -1.4382
H 1.8407 1.2332 2.0960
H 3.9329 1.1592 1.2925
H -2.1060 -2.2661 -3.3246
H 0.0088 -0.3177 1.0781
H 5.4950 1.8364 1.6424
C -2.8651 -1.4751 -3.3594
C -2.3590 -0.2086 -0.4414
H -3.4449 -1.6131 -4.2641
C -1.4305 -2.9920 0.3975
C 0.0795 0.0014 0.0505
C 1.5141 2.2619 1.9008
C 2.5460 3.3489 2.2334
C 4.8068 4.2797 2.6388
*
```

Properties
SMILES string: CC(C)=CCCC1=CC[C@@H](C(=O)N(C)O)[C@H](c2ccccc2)C1
Orbital gap: 0.344 Eh
HOMO: -8.64 eV
Total energy: -26760.7394 eV
Energy relative to the best compared isomer or geometry (same formula, charge and spin): 3.7306 eV